Entry from OMol25: a molecular structure, C45H51AsN5O6PSeSi3Tl (the ωB97M-V functional and the def2-TZVPD basis).

Geometry as XYZ:
```
114
Properties=species:S:1:pos:R:3:forces:R:3
Tl -0.6532 -0.3364 0.7965 0.393 0.058 -0.322
O 4.1757 0.1043 6.2533 -0.004 -0.220 -0.028
C 3.8688 -0.9655 5.6946 0.214 0.034 0.034
O 4.4082 -2.0908 5.7033 -0.044 0.184 0.059
C 2.6116 -0.8788 4.8033 -0.092 0.003 -0.003
C 1.9012 0.2997 4.6710 -0.029 0.073 0.035
C 0.8018 0.3533 3.8242 -0.157 0.071 0.048
N 0.4331 -0.7042 3.0922 0.034 0.061 -0.151
C 1.0685 -1.8674 3.2712 -0.131 -0.103 -0.118
C 2.1512 -1.9917 4.1235 -0.058 -0.053 0.072
C 0.4956 -3.0521 2.5569 -0.069 0.147 0.076
C 0.8588 -4.3545 2.8880 -0.018 -0.039 0.049
C 0.2176 -5.4097 2.2637 0.011 -0.034 0.004
C -0.7746 -5.1486 1.3323 0.008 -0.020 0.031
C -1.0672 -3.8264 1.0452 0.101 0.087 -0.028
N -0.4393 -2.8109 1.6371 0.098 -0.075 -0.163
C -0.1088 1.5432 3.8074 0.050 -0.057 -0.050
C 0.2556 2.7568 4.3812 0.049 -0.006 -0.023
C -0.6872 3.7660 4.4651 0.020 0.023 0.012
C -1.9625 3.5441 3.9763 0.002 0.030 0.008
C -2.2196 2.3216 3.3765 0.056 -0.023 -0.090
N -1.3209 1.3491 3.2829 -0.007 0.022 0.035
H 2.2305 1.1402 5.2648 -0.014 0.020 0.006
H 2.6919 -2.9149 4.2761 0.006 -0.010 -0.004
H 1.6188 -4.5392 3.6325 -0.013 -0.005 0.006
H 0.4896 -6.4295 2.5089 -0.010 0.032 0.002
H -1.3063 -5.9449 0.8289 0.013 0.021 0.004
H -1.8095 -3.5563 0.2996 -0.012 0.010 0.063
H 1.2628 2.9234 4.7336 -0.009 -0.019 0.025
H -0.4186 4.7208 4.8982 0.001 -0.002 -0.007
H -2.7344 4.3010 4.0318 0.028 -0.017 -0.017
H -3.1940 2.1169 2.9426 -0.011 -0.018 -0.022
O -2.8451 -1.2097 2.4843 -0.298 -0.382 0.449
C -2.7885 -0.6558 1.4429 0.309 0.367 -0.666
C -3.9984 -0.2619 0.6348 -0.031 -0.020 0.246
C -5.1666 -0.8986 1.0575 -0.050 0.018 0.046
C -6.3732 -0.6556 0.4328 -0.009 0.013 -0.031
C -6.4262 0.2520 -0.6164 -0.034 0.004 0.008
C -5.2712 0.8871 -1.0358 0.014 0.025 -0.001
C -4.0378 0.6359 -0.4362 0.044 -0.082 -0.031
P -2.5137 1.4592 -1.0625 -0.003 0.288 -0.014
C -2.6496 1.2841 -2.8823 0.086 0.045 0.019
C -1.9287 2.1945 -3.6646 -0.110 0.049 -0.008
C -1.8643 2.0511 -5.0408 0.006 -0.013 0.042
C -2.5001 0.9806 -5.6601 0.026 -0.013 0.033
C -3.1928 0.0593 -4.8918 -0.020 0.023 0.035
C -3.2688 0.2096 -3.5112 -0.058 -0.022 0.009
C -2.9568 3.2304 -0.8252 0.007 0.007 -0.085
C -3.8508 3.9376 -1.6343 -0.044 0.014 0.085
C -4.1138 5.2761 -1.3904 0.018 -0.024 0.014
C -3.4788 5.9344 -0.3408 0.050 -0.054 0.008
C -2.5763 5.2485 0.4570 -0.048 0.008 -0.049
C -2.3162 3.9049 0.2103 0.055 -0.064 0.020
H -5.1015 -1.5893 1.8878 0.000 0.005 -0.019
H -7.2682 -1.1688 0.7609 0.002 0.010 0.008
H -7.3671 0.4647 -1.1092 0.013 -0.009 -0.002
H -5.3224 1.5928 -1.8542 -0.006 -0.043 -0.024
H -1.4201 3.0270 -3.1907 -0.024 -0.020 -0.008
H -1.3036 2.7685 -5.6290 -0.021 -0.015 0.014
H -2.4346 0.8548 -6.7337 -0.012 0.012 0.000
H -3.6653 -0.7958 -5.3594 0.020 0.009 0.030
H -3.7870 -0.5410 -2.9252 -0.040 0.067 -0.029
H -4.3373 3.4463 -2.4677 0.042 -0.001 -0.037
H -4.8079 5.8115 -2.0274 0.013 -0.003 0.007
H -3.6696 6.9867 -0.1658 -0.014 -0.027 0.006
H -2.0415 5.7558 1.2506 0.005 -0.032 -0.013
H -1.5715 3.3865 0.8049 -0.171 0.072 -0.012
O -0.8440 -1.0913 -1.7967 -0.241 -0.283 0.213
N -1.8159 -1.8798 -2.0094 -0.058 0.047 -0.013
O -1.9257 -2.4424 -3.0954 0.081 0.008 0.178
O -2.6633 -2.0400 -1.0986 0.224 -0.101 -0.233
C 1.2833 2.0666 -2.3346 -0.069 0.118 0.076
Si 1.9751 0.3768 -2.6921 -0.107 0.229 0.078
C 3.7023 0.6338 -3.3619 0.167 -0.025 -0.005
C 1.0243 -0.4684 -4.0488 -0.171 -0.191 -0.057
As 1.9414 -0.8283 -0.6288 -0.021 -0.173 0.208
Si 2.4130 -3.0250 -1.3940 -0.066 0.002 0.016
C 0.8510 -3.7995 -2.0238 -0.294 0.010 -0.040
C 3.0876 -4.1124 -0.0357 0.040 0.004 0.227
C 3.6615 -3.0251 -2.7843 0.162 0.124 -0.133
Si 3.9416 -0.2390 0.5603 -0.007 -0.064 0.007
C 5.4416 -0.0395 -0.5402 0.101 0.031 -0.186
C 4.3739 -1.5982 1.7592 -0.069 -0.179 0.059
C 3.6830 1.3429 1.4808 -0.141 0.200 0.072
H 1.1321 2.6200 -3.2684 0.048 -0.055 0.048
H 1.9622 2.6397 -1.6946 -0.069 -0.004 -0.048
H 0.3291 1.9974 -1.8072 0.047 0.024 -0.084
H 3.5800 1.1577 -4.3174 0.026 -0.030 0.050
H 4.2393 -0.2952 -3.5546 0.014 0.005 -0.011
H 4.3146 1.2581 -2.7148 0.006 0.027 -0.009
H 1.3795 -0.0669 -5.0048 -0.035 -0.036 0.039
H -0.0474 -0.2933 -3.9536 0.040 -0.002 -0.025
H 1.1651 -1.5519 -4.0514 0.006 0.082 -0.079
H 0.0619 -3.7602 -1.2675 0.084 -0.045 -0.112
H 1.0373 -4.8507 -2.2679 0.003 0.034 -0.003
H 0.4680 -3.2939 -2.9122 -0.046 -0.053 0.058
H 2.5932 -3.9301 0.9209 0.054 -0.067 -0.076
H 4.1587 -3.9645 0.1087 -0.033 -0.033 0.010
H 2.9180 -5.1586 -0.3095 0.015 0.034 -0.006
H 3.2764 -2.5122 -3.6693 0.055 -0.045 0.028
H 3.8841 -4.0618 -3.0604 -0.014 0.058 0.009
H 4.5980 -2.5440 -2.4892 -0.028 -0.059 -0.048
H 5.4881 -0.7784 -1.3428 0.045 0.037 0.040
H 6.3226 -0.1732 0.0979 -0.049 0.015 -0.046
H 5.4966 0.9557 -0.9842 0.021 -0.057 0.013
H 5.0293 -2.3367 1.2944 0.016 0.025 0.028
H 3.5025 -2.1185 2.1530 0.141 0.015 -0.061
H 4.9013 -1.1635 2.6151 -0.017 -0.042 -0.035
H 3.4467 2.1809 0.8214 0.021 0.004 0.042
H 4.6021 1.5762 2.0289 -0.040 -0.007 -0.013
H 2.8692 1.2531 2.2034 0.064 0.036 -0.021
Se 1.2215 4.5456 1.1844 0.046 0.046 -0.004
C 0.7765 2.8402 0.9311 0.139 -0.256 -0.117
N 0.5324 1.7159 0.7232 -0.214 0.206 0.368
```
Positions in Å, forces in eV/Å.

Properties
2S+1 = 1
total charge = -1
HOMO energy = -0.2088 hartree
energy above the lowest of the compared OMol25 structures with the same formula, charge and spin = 0.125 eV
DFT total energy = -231031.517 eV
LUMO level = 1.48 eV